[1]
{"formula": "C2H6N2O", "method": "ωB97M-V with the def2-TZVPD basis set", "symbols": ["N", "C", "N", "C", "O", "H", "H", "H", "H", "H", "H"], "positions_angstrom": [[0.674490, 1.152371, -0.806469], [-0.482370, 0.348679, -0.850686], [-0.703293, -0.470142, 0.410096], [0.278712, -1.090301, 1.060728], [1.455548, -1.111297, 0.702858], [0.652664, 2.027149, -0.320965], [1.491701, 0.583666, -0.669417], [-0.468103, -0.437374, -1.585102], [-1.349685, 0.991925, -0.798236], [-1.564513, -0.305055, 0.904350], [0.014848, -1.689622, 1.952842]], "forces_ev_per_a": [[0.261, -0.355, -1.331], [-0.004, -0.129, 2.574], [-0.579, 0.580, 0.037], [1.618, -0.788, 0.099], [-0.630, -0.035, -0.097], [-0.135, -0.083, 0.320], [0.304, 0.300, 0.285], [0.018, 0.378, -0.957], [-0.367, -0.039, -0.973], [-0.026, -0.259, 0.067], [-0.460, 0.430, -0.023]], "total_energy_ha": -264.55164, "smiles": "NCNC=O", "lumo_ev": 0.8, "orbital_gap_ev": 10.01, "e_above_lowest_kcal_mol": 22.4, "max_force_ev_per_a": 2.58, "homo_ev": -9.17}

=====

[2]
{"formula": "C2H6N2O", "method": "ωB97M-V with the def2-TZVPD basis set", "symbols": ["C", "N", "C", "N", "O", "H", "H", "H", "H", "H", "H"], "positions_angstrom": [[-1.610607, -0.180033, 0.434648], [-0.389331, 0.334693, -0.140319], [0.825615, -0.384492, -0.175075], [1.950999, 0.416421, -0.460814], [0.939816, -1.531999, 0.183538], [-2.447442, -0.319446, -0.336068], [-1.456580, -1.252637, 0.715079], [-2.107622, 0.376022, 1.233046], [-0.499034, 1.322086, -0.543587], [2.043445, 1.447533, -0.354997], [2.750741, -0.228148, -0.555452]], "forces_ev_per_a": [[-1.507, -2.321, -1.420], [-0.032, 1.841, -0.673], [-0.519, 2.755, 1.279], [-0.118, -0.941, -0.400], [-0.212, -0.311, -0.596], [1.147, 0.501, 0.551], [0.193, 1.068, 0.255], [0.776, 0.189, 0.185], [0.863, -2.374, 0.783], [-0.250, -1.730, -0.155], [-0.342, 1.324, 0.192]], "total_energy_ha": -264.56484, "smiles": "CNC(N)=O", "lumo_ev": 0.9, "orbital_gap_ev": 10.34, "e_above_lowest_kcal_mol": 14.1, "max_force_ev_per_a": 3.11, "homo_ev": -9.48}

=====

[3]
{"formula": "C2H6N2O", "method": "ωB97M-V with the def2-TZVPD basis set", "symbols": ["H", "N", "C", "C", "N", "O", "H", "H", "H", "H", "H"], "positions_angstrom": [[-1.401943, 1.176016, 1.320742], [-0.944024, 1.507002, 0.426642], [-0.219232, 0.389675, 0.263426], [-0.275818, -0.798588, 1.143473], [0.640757, 0.385845, -0.779057], [0.850544, -0.989751, -1.054359], [0.699727, -0.928623, 1.841542], [-0.448445, -1.815122, 0.713024], [-1.256487, -0.620641, 1.794823], [0.490562, 0.840103, -1.628792], [0.205397, -1.530172, -1.580954]], "forces_ev_per_a": [[-0.119, 1.606, -0.975], [1.109, -4.226, 1.717], [-2.594, 4.565, -0.182], [-0.693, -1.241, 3.472], [0.656, -3.641, 0.283], [2.137, -1.507, -1.206], [-2.318, 0.531, -1.594], [0.299, 1.155, -0.077], [2.341, -0.428, -0.849], [-0.718, 1.426, -1.052], [-0.099, 1.761, 0.465]], "total_energy_ha": -264.44102, "smiles": "[H]/N=C(\\C)NO", "lumo_ev": 0.6, "orbital_gap_ev": 9.93, "e_above_lowest_kcal_mol": 91.8, "max_force_ev_per_a": 5.25, "homo_ev": -9.30}

=====

[4]
{"formula": "C2H6N2O", "method": "ωB97M-V with the def2-TZVPD basis set", "symbols": ["H", "N", "C", "N", "H", "H", "H", "C", "O", "H", "H"], "positions_angstrom": [[0.038814, -1.238789, -1.540716], [0.066380, -0.868816, -0.598966], [1.080715, -1.194101, 0.075857], [1.136377, -0.863950, 1.425459], [2.071025, -1.410566, -0.336120], [1.735453, -1.436314, 1.993863], [0.365851, -0.382275, 1.849329], [-1.603720, 1.848903, -0.726322], [-2.721260, 2.070079, -1.121625], [-1.361099, 2.030138, 0.339211], [-0.808534, 1.445691, -1.359969]], "forces_ev_per_a": [[0.544, 0.394, -0.219], [-1.046, -0.704, -0.065], [0.238, 1.753, 0.887], [0.800, -0.429, -0.831], [-0.204, -1.003, 0.036], [-0.020, 0.279, 0.198], [-0.299, -0.299, 0.012], [-0.804, 0.147, 0.299], [0.480, -0.098, -0.071], [0.210, -0.061, -0.107], [0.101, 0.023, -0.141]], "total_energy_ha": -264.50959, "smiles": "[H]/N=C/N.C=O", "lumo_ev": 0.9, "orbital_gap_ev": 10.40, "e_above_lowest_kcal_mol": 48.8, "max_force_ev_per_a": 1.98, "homo_ev": -9.53}